*w*
C24H30N2O2S | wB97M-V/def2-TZVPD

The HOMO energy is -8.0 eV. The LUMO energy is 0.69 eV. The SMILES is CSc1cccc(CN2CCC(Oc3cccc(C(=O)N4CCCC4)c3)CC2)c1.

Geometry as ORCA input:
```
! wB97M-V def2-TZVPD RIJCOSX def2/J DEFGRID3
* xyz 0 1
S -1.662 -3.263 4.060
O 4.228 -0.206 -1.448
O -1.115 1.103 -1.249
N -2.849 2.061 1.657
N 3.350 -1.361 -3.168
C -0.005 -1.153 4.286
C 1.403 2.680 -3.427
C 2.756 -2.929 -4.808
C 0.202 2.510 -2.759
C -0.582 1.142 3.889
C -1.879 0.772 3.561
C 0.349 0.180 4.249
C 2.428 1.764 -3.295
C 2.247 0.651 -2.481
C 0.016 1.401 -1.938
C -1.808 3.208 -0.219
C 1.053 0.474 -1.808
C -3.409 -3.383 3.577
C 3.368 -0.332 -2.300
C -2.236 -0.570 3.607
C 2.395 -1.556 -4.241
C -3.386 1.317 -0.599
C -2.882 1.799 3.089
C 4.391 -2.374 -3.172
C -1.307 -1.532 3.968
C 4.259 -3.022 -4.546
C -3.144 0.894 0.847
C -1.623 2.689 1.204
C -2.167 2.051 -1.158
H -4.048 0.421 1.239
H -3.251 -0.845 3.363
H -0.888 3.693 -0.548
H 5.361 -1.907 -2.992
H -0.769 1.990 1.223
H -3.650 -4.440 3.619
H 3.366 1.910 -3.808
H 2.502 -3.020 -5.862
H -3.592 0.437 -1.208
H -4.244 1.989 -0.642
H 0.712 -1.911 4.562
H -3.896 1.467 3.331
H 1.357 0.472 4.500
H -0.575 3.247 -2.887
H -2.704 2.752 3.595
H 4.627 -4.046 -4.559
H 4.805 -2.442 -5.290
H 1.535 3.548 -4.057
H -1.398 3.528 1.867
H -2.409 2.434 -2.161
H 0.903 -0.378 -1.162
H -3.541 -3.015 2.564
H 2.235 -3.711 -4.254
H -0.299 2.184 3.871
H -4.029 -2.836 4.282
H -2.620 3.936 -0.240
H 4.208 -3.099 -2.370
H 1.369 -1.512 -3.867
H 2.514 -0.774 -5.001
H -2.322 0.158 0.870
*
```

Here are the Löwdin charges for atoms 1 to 5, given in e: atom 1 (S): 0.883, atom 2 (O): 0.079, atom 3 (O): -0.019, atom 4 (N): -0.151, atom 5 (N): -0.043


*x*
C24H30N2O2S | wB97M-V/def2-TZVPD

The HOMO energy is -8.6 eV. The LUMO energy is 0.53 eV. The SMILES is Cc1ccc(CNC(=O)c2ccccc2SCC(=O)NCC2CCCCC2)cc1.

Geometry as ORCA input:
```
! wB97M-V def2-TZVPD RIJCOSX def2/J DEFGRID3
* xyz 0 1
S 1.256 2.186 -0.214
O 0.716 -0.926 -0.115
O -1.676 2.856 2.288
N 1.587 -1.061 -2.194
N -0.649 0.908 1.765
C 0.748 -0.549 -1.272
C -0.109 1.793 -1.288
C 4.924 -1.239 1.163
C -0.761 2.240 1.775
C -3.292 0.180 0.428
C -2.094 1.136 -3.109
C -1.171 0.180 -2.721
C -3.286 -1.821 1.925
C 6.322 0.737 1.824
C 2.660 -1.954 -1.793
C 4.112 0.003 -1.161
C 0.400 3.017 1.153
C -4.046 -2.615 0.867
C 3.635 -1.268 -0.866
C -0.185 0.498 -1.798
C -4.049 -0.612 -0.632
C -1.031 2.751 -1.682
C -2.030 2.415 -2.578
C -2.417 -0.745 1.274
C -4.912 -1.688 0.020
C 4.980 0.645 -0.299
C -1.653 0.045 2.342
C 5.400 0.034 0.875
C 4.049 -1.880 0.307
H 3.795 0.503 -2.065
H -4.673 0.063 -1.223
H -2.674 0.942 -0.050
H -4.669 -3.372 1.348
H -5.662 -1.213 0.656
H 5.332 1.637 -0.541
H 3.679 -2.864 0.556
H 5.746 1.210 2.619
H 3.162 -2.308 -2.696
H -3.331 -3.131 0.222
H 0.043 3.998 0.838
H 5.236 -1.729 2.075
H -3.998 -1.346 2.604
H -1.225 -0.824 -3.116
H 7.014 0.034 2.284
H -4.003 0.694 1.079
H -1.680 -1.230 0.625
H -0.970 3.754 -1.290
H 1.642 -0.616 -3.096
H -2.337 0.679 2.910
H 0.077 0.438 1.231
H -2.868 0.883 -3.818
H -1.155 -0.651 3.025
H 6.892 1.510 1.313
H -5.436 -2.263 -0.746
H -2.660 -2.495 2.514
H -2.754 3.160 -2.872
H 2.213 -2.809 -1.276
H -3.333 -1.083 -1.309
H 1.170 3.159 1.914
*
```

Here are the Löwdin charges for atoms 1 to 5, given in e: atom 1 (S): 0.982, atom 2 (O): 0.060, atom 3 (O): 0.048, atom 4 (N): 0.088, atom 5 (N): 0.072


Winner for stability: *x*